Below is 5 unconnected molecules or ions with the total composition C29H50F14N8O7PS, with properties calculated with ωB97M-V/def2-TZVPD.

## Properties
HOMO, Ha: -0.384
E_LUMO, eV: -4.69
Charge: +1
DFT total energy, eV: -115292.988
Spin multiplicity: 1

Structure (XYZ):
```
110
Properties=species:S:1:pos:R:3:lowdin_charge:R:1
C -5.18 3.13 -1.34 -0.0913
N -6.07 2.20 -0.58 -0.1629
C -6.74 1.19 -1.45 -0.0838
C -5.34 1.50 0.49 -0.3449
O -5.81 0.36 0.82 0.0022
C -4.07 2.09 1.26 -0.0233
C -2.82 1.08 1.28 -0.1029
C -2.94 -0.40 1.71 0.1119
C -1.71 -1.34 1.74 -0.0694
P -1.84 -3.15 2.21 0.6727
N -2.86 -3.22 3.45 -0.1223
O -0.39 -3.87 2.72 -0.2119
O -2.50 -4.01 0.88 -0.1942
C -0.39 -0.60 1.28 -0.0548
C 0.95 -1.47 1.28 -0.1180
C 1.50 -1.42 2.82 -0.1628
C 2.74 -2.40 3.08 -0.0544
C 2.59 -3.34 4.36 -0.2833
F 2.04 -4.63 4.08 0.0555
F 3.94 -3.61 4.80 0.0380
C 1.86 -2.68 5.62 -0.3256
F 2.31 -3.36 6.79 0.0868
F 2.14 -1.32 5.82 0.1148
F 0.46 -2.95 5.57 0.0818
N -0.54 0.76 0.92 -0.1095
C 0.75 1.42 0.45 -0.0884
C 0.93 1.01 -1.09 -0.0332
C 1.48 2.13 -2.07 -0.2894
F 0.56 2.12 -3.19 0.0419
F 1.35 3.46 -1.56 0.0582
C 2.91 1.83 -2.72 -0.3160
F 2.94 2.57 -3.95 0.0583
F 3.08 0.48 -3.11 0.0766
S 4.40 2.36 -1.75 0.9955
F 4.14 3.98 -1.99 -0.1499
F 5.28 2.37 -3.20 -0.1747
F 4.84 0.73 -1.62 -0.1859
F 3.64 2.32 -0.27 -0.1628
F 5.81 2.76 -0.95 -0.1508
N -1.58 1.58 0.87 0.1468
H -5.03 4.06 -0.68 0.0998
H -4.15 2.67 -1.50 0.0948
H -5.70 3.46 -2.29 0.1007
H -6.05 0.30 -1.71 0.1082
H -7.69 0.84 -0.91 0.1094
H -7.00 1.70 -2.44 0.0959
H -3.74 3.12 0.92 0.1141
H -4.38 2.19 2.36 0.1510
H -3.97 -0.79 2.02 0.1202
H -3.13 -2.25 3.66 -0.0323
H -0.63 -4.77 3.07 0.0826
H -1.72 -4.31 0.35 0.0702
H 1.79 -1.04 0.65 0.1061
H 0.78 -2.55 0.94 0.1259
H 1.76 -0.31 3.05 0.1277
H 0.58 -1.64 3.47 0.1062
H 2.97 -3.03 2.16 0.1445
H 3.67 -1.75 3.26 0.1471
H 0.65 2.56 0.62 0.1516
H 1.64 1.12 1.11 0.1304
H 1.61 0.09 -1.14 0.1216
H -0.11 0.65 -1.46 0.1563
C 3.28 2.71 -8.61 -0.0157
C 4.17 3.86 -9.01 -0.5540
O 4.28 4.23 -10.17 0.0318
N 4.86 4.49 -8.02 0.0032
C 4.86 4.20 -6.60 -0.0838
H 2.80 2.30 -9.50 0.0839
H 3.88 1.91 -8.15 0.0825
H 2.51 3.05 -7.92 0.0807
H 5.43 5.25 -8.35 0.1445
H 4.52 5.10 -6.07 0.0859
H 5.88 3.97 -6.29 0.0860
H 4.21 3.37 -6.35 0.0584
C -7.51 -2.71 3.34 -0.0037
C -6.35 -2.28 4.19 -0.5212
O -5.19 -2.47 3.86 -0.0224
N -6.63 -1.65 5.37 0.0057
C -7.92 -1.34 5.93 -0.0750
H -7.14 -3.20 2.44 0.0856
H -8.13 -3.43 3.89 0.0884
H -8.11 -1.85 3.05 0.0862
H -5.80 -1.38 5.89 0.1418
H -7.99 -0.25 6.07 0.0839
H -8.00 -1.83 6.90 0.0867
H -8.74 -1.66 5.30 0.0762
C -1.81 -8.65 1.88 -0.0024
C -2.32 -7.32 1.41 -0.5237
O -2.20 -6.30 2.07 -0.0007
N -2.93 -7.28 0.19 0.0100
C -3.17 -8.36 -0.73 -0.0701
H -1.35 -8.53 2.87 0.0869
H -2.63 -9.36 1.97 0.0908
H -1.05 -9.04 1.19 0.0884
H -3.25 -6.35 -0.06 0.1298
H -2.67 -8.12 -1.68 0.0853
H -4.24 -8.45 -0.90 0.0883
H -2.78 -9.31 -0.36 0.0776
C 6.84 5.38 -2.19 -0.0294
C 7.72 6.54 -2.59 -0.5465
O 7.83 6.90 -3.75 0.0326
N 8.40 7.19 -1.61 0.0020
C 8.40 6.91 -0.19 -0.0796
H 6.36 4.97 -3.07 0.0693
H 7.44 4.60 -1.72 0.0828
H 6.06 5.73 -1.50 0.0821
H 8.97 7.95 -1.95 0.1439
H 8.06 7.81 0.34 0.0840
H 9.43 6.69 0.12 0.0848
H 7.76 6.07 0.07 0.0718
```

Below is 5 unconnected molecules or ions with the total composition C29H50F5N3O4P, with properties calculated with ωB97M-V/def2-TZVPD.

## Properties
HOMO, Ha: -0.421
E_LUMO, eV: -3.65
Charge: +1
DFT total energy, eV: -66413.908
Spin multiplicity: 1
ΔE to the lowest compared entry with this formula, charge and spin, eV: 0.000

Structure (XYZ):
```
92
Properties=species:S:1:pos:R:3:lowdin_charge:R:1
C 2.56 -0.97 0.71 -0.2375
P 3.45 0.62 0.54 1.0135
C 3.08 1.35 2.14 -0.3059
N 2.16 1.49 -0.46 -0.1580
N 1.51 2.43 0.21 0.0945
C 0.57 3.08 -0.43 -0.0286
C 0.18 2.82 -1.76 -0.1106
C -0.96 3.61 -2.32 -0.1044
C -2.30 2.89 -2.15 -0.2191
N -2.85 2.60 -1.06 0.1434
C 0.87 1.82 -2.43 -0.0806
C 0.48 1.44 -3.83 -0.0958
C -0.16 0.06 -4.04 -0.1157
C -1.30 -0.25 -3.09 -0.2357
C -2.60 -0.31 -3.57 -0.0442
C -3.66 -0.59 -2.73 -0.0582
C -3.43 -0.83 -1.39 -0.0726
C -2.14 -0.78 -0.89 -0.0725
C -1.09 -0.49 -1.74 -0.0528
C 1.92 1.17 -1.74 -0.1610
C 2.76 0.11 -2.39 -0.1202
C 3.56 0.58 -3.63 -0.1267
C 4.91 -0.14 -3.83 -0.0572
C 6.14 0.71 -3.59 -0.4245
F 7.19 0.16 -4.26 0.1217
F 5.95 1.97 -4.08 0.1107
C 6.59 0.85 -2.10 -0.5108
F 6.07 1.98 -1.57 0.1386
F 6.13 -0.20 -1.38 0.1115
F 7.92 0.89 -1.97 0.1822
H 2.32 -1.15 1.76 0.0309
H 3.18 -1.78 0.33 0.0466
H 1.63 -0.98 0.15 0.0397
H 2.05 1.15 2.43 0.0473
H 3.22 2.43 2.13 0.0426
H 3.74 0.89 2.88 0.0410
H 0.08 3.86 0.14 0.1336
H -0.79 3.87 -3.36 0.1151
H -1.02 4.56 -1.78 0.1263
H -2.82 2.63 -3.07 0.1094
H -2.29 2.89 -0.25 0.0556
H -0.26 2.16 -4.17 0.1093
H 1.33 1.56 -4.51 0.1145
H 0.56 -0.76 -4.03 0.1095
H -0.57 0.08 -5.05 0.1206
H -2.79 -0.15 -4.62 0.1181
H -4.66 -0.65 -3.12 0.0824
H -4.25 -1.06 -0.73 0.1088
H -1.93 -0.98 0.15 0.1047
H -0.08 -0.49 -1.33 0.0867
H 3.45 -0.35 -1.68 0.0554
H 2.07 -0.68 -2.68 0.1220
H 3.72 1.65 -3.56 0.1259
H 2.97 0.37 -4.52 0.1060
H 4.99 -0.43 -4.88 0.1370
H 4.97 -1.05 -3.26 0.1313
C 3.53 1.16 7.69 -0.0890
C 4.08 1.08 6.27 -0.3146
O 3.04 1.10 5.29 -0.1057
H 2.85 0.33 7.88 0.0769
H 4.34 1.12 8.42 0.0778
H 2.98 2.09 7.84 0.0739
H 4.61 0.15 6.12 0.1115
H 4.77 1.91 6.09 0.1098
H 2.55 1.92 5.40 0.0807
C -0.16 -3.79 4.27 -0.0810
C 0.72 -2.82 3.51 -0.3235
O -0.07 -1.84 2.84 -0.1088
H -0.87 -4.27 3.59 0.0832
H 0.41 -4.56 4.79 0.0801
H -0.73 -3.23 5.01 0.0501
H 1.30 -3.33 2.74 0.1056
H 1.42 -2.33 4.19 0.1106
H -0.62 -1.42 3.51 0.0496
C -9.08 -1.70 -4.22 -0.0899
C -7.78 -2.03 -3.52 -0.3132
O -6.74 -1.10 -3.84 -0.1042
H -8.94 -1.67 -5.30 0.0769
H -9.85 -2.44 -3.99 0.0766
H -9.45 -0.72 -3.91 0.0734
H -7.41 -3.00 -3.84 0.1125
H -7.93 -2.07 -2.44 0.1090
H -7.04 -0.23 -3.57 0.0826
C -4.34 -1.60 4.44 -0.0827
C -3.24 -1.88 5.45 -0.3024
O -2.05 -1.13 5.19 -0.1018
H -3.99 -1.82 3.43 0.0735
H -5.22 -2.20 4.65 0.0787
H -4.63 -0.54 4.47 0.0741
H -2.95 -2.93 5.41 0.1037
H -3.59 -1.67 6.47 0.1140
H -2.28 -0.20 5.24 0.0884
```

Below is a molecular structure, C29H50N7PSV, with properties calculated with ωB97M-V/def2-TZVPD.

## Properties
Expectation value of S²: 2.025
HOMO (alpha / beta), Ha: -0.592 / -0.593
E_LUMO (alpha / beta), eV: -8.97 / -8.35
Charge: +3
DFT total energy, eV: -87106.154
Spin multiplicity: 3
ΔE to the lowest compared entry with this formula, charge and spin, eV: 0.388

Structure (XYZ):
```
89
Properties=species:S:1:pos:R:3:lowdin_charge:R:1
V -0.02 -1.22 0.44 0.7842
N 1.25 -0.04 1.65 -0.1156
C 1.79 -0.77 2.82 -0.1663
C 0.59 -1.27 3.58 -0.1390
N -0.29 -2.04 2.66 -0.1779
C -1.72 -1.90 3.06 -0.1515
C -2.62 -2.16 1.88 -0.1647
N -2.18 -1.31 0.74 -0.0240
C 0.06 -3.50 2.69 -0.1269
C 0.78 -3.93 1.43 -0.1748
N 0.00 -3.36 0.30 -0.0440
H 2.00 0.40 1.11 0.0553
H 0.71 0.75 1.99 0.0371
H 2.40 -0.11 3.44 0.1473
H 2.44 -1.57 2.46 0.1102
H 0.03 -0.41 3.95 0.1245
H 0.88 -1.87 4.44 0.1446
H -1.88 -0.88 3.42 0.1088
H -1.96 -2.57 3.89 0.1519
H -3.66 -1.96 2.14 0.1460
H -2.58 -3.21 1.57 0.1166
H -2.48 -0.35 0.90 0.0617
H -2.69 -1.60 -0.10 0.0907
H -0.86 -4.07 2.78 0.1331
H 0.66 -3.72 3.57 0.1440
H 0.84 -5.01 1.37 0.1444
H 1.79 -3.52 1.37 0.0941
H -0.94 -3.76 0.32 0.1127
H 0.40 -3.67 -0.58 0.0730
C 4.57 -3.47 -1.02 0.0200
N 3.33 -3.54 -1.79 -0.0875
C 3.07 -4.46 -2.79 0.0235
C 1.85 -4.18 -3.28 0.0104
N 1.36 -3.08 -2.59 -0.0012
C 2.29 -2.70 -1.67 -0.6205
S 2.22 -1.40 -0.56 0.8175
C 0.18 -2.37 -2.97 -0.2338
C -0.14 -2.38 -4.32 0.0408
C -1.33 -1.81 -4.73 0.0191
C -2.15 -1.25 -3.77 -0.0029
C -1.71 -1.24 -2.46 -0.1376
N -0.57 -1.79 -2.03 0.0829
H 5.12 -4.39 -1.18 0.1109
H 4.34 -3.35 0.04 0.0853
H 5.16 -2.62 -1.36 0.1135
H 3.77 -5.23 -3.05 0.1524
H 1.27 -4.68 -4.04 0.1445
H 0.55 -2.80 -5.04 0.1325
H -1.61 -1.82 -5.78 0.1406
H -3.10 -0.79 -4.03 0.1348
H -2.30 -0.73 -1.72 0.0720
C -1.68 4.28 -1.48 -0.0638
C -1.66 2.75 -1.30 -0.6732
C -0.98 2.18 -2.56 -0.0946
C -3.11 2.27 -1.17 -0.0787
P -0.64 2.10 0.13 1.1494
C 0.98 2.88 -0.17 -0.3805
C 1.29 4.20 0.16 -0.0963
C 2.52 4.75 -0.15 -0.0326
C 3.47 3.99 -0.82 -0.0392
C 3.18 2.68 -1.18 -0.0560
C 1.94 2.13 -0.86 -0.1575
C -1.28 2.86 1.76 -0.6599
C -2.31 1.88 2.35 -0.1043
C -0.16 3.00 2.81 -0.0689
C -1.98 4.21 1.61 -0.0687
H -2.03 4.49 -2.50 0.1055
H -0.68 4.71 -1.40 0.0806
H -2.35 4.79 -0.80 0.0709
H -1.66 2.24 -3.40 0.1003
H -0.66 1.14 -2.44 0.0395
H -0.09 2.75 -2.80 0.0917
H -3.69 2.62 -2.03 0.1050
H -3.59 2.67 -0.28 0.0672
H -3.19 1.18 -1.14 0.0511
H 0.56 4.82 0.68 0.0950
H 2.74 5.77 0.12 0.1247
H 4.43 4.42 -1.07 0.1223
H 3.91 2.09 -1.73 0.1140
H 1.71 1.13 -1.20 0.0289
H -1.85 0.90 2.50 0.0265
H -3.20 1.78 1.72 0.0823
H -2.65 2.23 3.32 0.1104
H 0.17 2.05 3.23 0.0623
H -0.57 3.56 3.66 0.1066
H 0.71 3.54 2.45 0.0748
H -2.88 4.14 1.00 0.0699
H -1.34 4.99 1.19 0.0776
H -2.30 4.55 2.60 0.1053
```

Below is a molecular structure, C29H50P2Sn, with properties calculated with ωB97M-V/def2-TZVPD.

## Properties
HOMO (alpha / beta), Ha: -0.416 / -0.416
E_LUMO (alpha / beta), eV: -7.81 / -7.90
Charge: +2
DFT total energy, eV: -55266.542
Spin multiplicity: 1
ΔE to the lowest compared entry with this formula, charge and spin, eV: 7.061

Structure (XYZ):
```
82
Properties=species:S:1:pos:R:3:lowdin_charge:R:1
Sn -0.55 -0.78 -0.14 1.3502
C 1.41 3.55 -0.38 -0.1459
C 0.57 4.13 0.60 -0.1197
C 1.75 2.44 1.60 -0.1024
C 2.16 2.52 0.25 -0.1298
C 0.77 3.45 1.84 -0.1173
C 1.52 3.98 -1.79 -0.0003
H 0.54 4.21 -2.22 0.0946
H 1.98 3.19 -2.40 0.0858
H 2.14 4.88 -1.89 0.1226
C 3.20 1.67 -0.38 0.0052
H 3.45 2.02 -1.39 0.0903
H 2.85 0.64 -0.44 0.0570
H 4.12 1.67 0.23 0.1101
C 2.26 1.46 2.59 0.0097
H 3.35 1.53 2.68 0.1134
H 2.04 0.44 2.24 0.0565
H 1.81 1.60 3.57 0.0866
C 0.14 3.78 3.11 0.0014
H 0.56 4.70 3.55 0.1298
H 0.28 2.97 3.85 0.0897
H -0.95 3.94 2.99 0.1055
C -0.33 5.29 0.40 0.0132
H 0.19 6.24 0.62 0.1222
H -1.20 5.23 1.06 0.0916
H -0.68 5.34 -0.64 0.0924
C -1.37 -1.63 -1.77 -0.3989
C -1.24 -0.27 -2.19 -0.3536
C -1.55 1.03 -1.53 -0.3044
C -2.69 0.94 -0.48 -0.1833
C -2.33 -0.12 0.57 -0.4037
C -3.22 -1.32 0.68 -0.3654
C -3.36 -2.45 -0.35 -0.2304
C -2.77 -2.25 -1.74 -0.1752
H -1.72 1.78 -2.32 0.1107
H -3.66 0.75 -0.98 0.1299
H -0.64 1.42 -0.99 0.0763
H -3.43 -1.63 -2.35 0.1178
H -0.60 -2.34 -2.10 0.1068
H -1.09 -0.12 -3.32 -0.0290
H -2.72 -3.22 -2.26 0.1259
H -2.95 -3.40 0.06 0.0901
H -4.27 -0.95 0.87 0.1110
H -4.43 -2.66 -0.51 0.1247
H -2.81 1.94 0.01 0.1220
H -2.18 0.35 1.56 0.0870
P -0.50 0.84 -4.89 1.0044
C 0.49 -0.70 -4.93 -0.3643
C -1.70 0.25 -6.15 -0.3377
P -3.22 -2.36 2.49 0.8604
C -1.55 -2.66 2.10 -0.3173
C -3.32 -1.20 3.85 -0.1924
C -4.30 -3.76 2.71 -0.1789
H 1.10 -0.71 -4.01 0.0327
H 1.12 -0.61 -5.82 0.0573
H -0.13 -1.61 -4.96 0.0609
H -2.70 0.10 -5.68 0.0571
H -1.33 -0.70 -6.60 0.0478
H -1.77 1.04 -6.91 0.0411
H -4.68 -4.14 1.75 0.0618
H -5.14 -3.46 3.35 0.0627
H -3.73 -4.55 3.21 0.0786
H -0.78 -2.46 2.85 -0.0107
H -1.36 -3.51 1.43 0.0029
H -2.99 -1.73 4.75 0.0693
H -4.37 -0.87 3.97 0.0702
H -2.67 -0.33 3.67 0.0512
C 4.55 -1.38 2.01 -0.0361
C 3.80 -2.11 0.88 -0.6143
C 4.55 -1.99 -0.45 -0.0287
C 3.55 -3.58 1.23 -0.0283
C 2.50 -1.45 0.73 -0.1160
C 1.39 -0.94 0.54 -0.1287
H 5.51 -1.87 2.19 0.0993
H 3.95 -1.40 2.93 0.0971
H 4.72 -0.34 1.73 0.0700
H 5.53 -2.46 -0.36 0.0995
H 3.99 -2.49 -1.25 0.0966
H 4.69 -0.94 -0.73 0.0753
H 2.92 -3.66 2.13 0.0951
H 3.04 -4.08 0.40 0.0925
H 4.51 -4.08 1.42 0.0991
```

Below is 4 unconnected molecules or ions with the total composition C29H51BrO11Si, with properties calculated with ωB97M-V/def2-TZVPD.

## Properties
HOMO, Ha: -0.297
E_LUMO, eV: 0.47
DFT total energy, eV: -131338.001
Spin multiplicity: 1
SMILES: C=C[Si@](C)(CCCCCCCCCCCOC)CC(=O)Br.C[C@@H]1COC(=O)O1.C[C@@H]1COC(=O)O1.C[C@@H]1COC(=O)O1

Structure (XYZ):
```
93
Properties=species:S:1:pos:R:3:lowdin_charge:R:1
C 5.23 -4.38 1.39 -0.0534
C 5.29 -2.99 1.01 -0.2474
Si 3.99 -1.72 1.65 0.5269
C 4.17 -1.36 3.56 -0.2237
C 2.28 -2.55 1.44 -0.2775
C 1.61 -2.38 -0.02 -0.2431
C 0.00 -2.36 -0.03 -0.2078
C -0.72 -3.25 1.09 -0.1948
C -2.26 -2.71 1.18 -0.1936
C -2.56 -1.97 2.59 -0.2021
C -3.13 -0.47 2.43 -0.2106
C -2.20 0.64 3.18 -0.1937
C -0.83 0.84 2.34 -0.2061
C -0.61 2.34 1.78 -0.1528
C 0.89 2.39 1.14 -0.2391
O 1.11 3.55 0.32 -0.2174
C 0.67 3.36 -1.04 -0.1109
C 4.18 -0.03 0.76 -0.2162
C 5.54 0.75 1.14 -0.6842
O 5.75 1.96 0.88 -0.0502
Br 7.09 -0.17 2.05 0.6550
H 5.24 -5.13 0.52 0.0639
H 5.12 -4.74 2.47 0.0648
H 6.09 -2.59 0.28 0.0392
H 4.87 -2.09 4.08 0.0385
H 4.43 -0.25 3.74 0.0313
H 3.12 -1.51 4.03 0.0302
H 1.60 -2.13 2.28 0.0731
H 2.39 -3.68 1.63 0.0897
H 2.04 -3.15 -0.77 0.1158
H 1.95 -1.35 -0.42 0.0850
H -0.32 -2.80 -1.06 0.1207
H -0.32 -1.26 -0.06 0.0897
H -0.75 -4.37 0.86 0.1097
H -0.30 -3.13 2.14 0.0825
H -2.44 -1.97 0.33 0.0907
H -2.98 -3.60 0.99 0.1061
H -1.64 -1.91 3.27 0.0992
H -3.31 -2.66 3.15 0.1077
H -3.24 -0.21 1.33 0.0952
H -4.14 -0.44 3.01 0.1056
H -2.73 1.67 3.23 0.1051
H -1.94 0.25 4.23 0.1090
H 0.09 0.45 2.90 0.1085
H -0.94 0.17 1.40 0.0909
H -1.33 2.46 0.87 0.0948
H -0.77 3.14 2.58 0.1196
H 1.63 2.31 2.02 0.1279
H 1.03 1.40 0.55 0.1078
H 1.47 3.77 -1.77 0.0992
H -0.34 3.89 -1.17 0.0848
H 0.50 2.26 -1.34 0.0945
H 4.23 -0.25 -0.37 0.1033
H 3.31 0.69 0.93 0.0798
C -6.26 4.80 -1.03 -0.0193
C -4.99 4.27 -0.39 -0.3353
C -3.74 4.94 -0.87 -0.0965
O -2.75 3.94 -0.64 0.0348
C -3.40 2.74 -0.72 -0.5326
O -2.85 1.68 -0.77 0.1327
O -4.75 2.91 -0.76 0.0904
H -6.16 4.84 -2.12 0.0804
H -7.10 4.14 -0.82 0.0814
H -6.49 5.80 -0.66 0.0956
H -5.08 4.31 0.70 0.1612
H -3.51 5.86 -0.32 0.1448
H -3.75 5.17 -1.94 0.1449
C -7.79 -0.26 -1.96 -0.0163
C -8.56 1.01 -2.23 -0.3431
C -9.35 0.97 -3.51 -0.1071
O -9.46 2.35 -3.84 0.0684
C -8.36 2.96 -3.30 -0.5304
O -8.02 4.08 -3.54 0.1489
O -7.69 2.11 -2.46 0.0738
H -7.21 -0.56 -2.83 0.0912
H -7.07 -0.10 -1.14 0.0904
H -8.46 -1.07 -1.68 0.0913
H -9.20 1.26 -1.37 0.1623
H -10.34 0.52 -3.39 0.1428
H -8.83 0.47 -4.33 0.1422
C 9.44 -1.11 -1.46 -0.0210
C 9.23 -2.51 -1.99 -0.3443
C 8.64 -2.55 -3.36 -0.1093
O 8.00 -3.82 -3.37 0.0648
C 7.66 -4.09 -2.08 -0.5338
O 6.94 -4.99 -1.74 0.1504
O 8.24 -3.21 -1.23 0.0691
H 8.54 -0.50 -1.58 0.0876
H 9.66 -1.13 -0.39 0.0819
H 10.27 -0.62 -1.98 0.0913
H 10.16 -3.08 -1.93 0.1617
H 9.39 -2.49 -4.15 0.1421
H 7.87 -1.79 -3.53 0.1416
```